Entry 1:
53
Properties=species:S:1:pos:R:3:forces:R:3:lowdin_charge:R:1 method="wB97M-V/def2-TZVPD" multiplicity=5 relative_energy_kj_mol=0.0 homo_lumo_gap_ev="6.6 / 4.4" total_charge=+2 homo_energy_ev="-12.6250 / -14.7581"
V 16.922269 -7.834897 -0.062567 1.648 -1.297 0.226 0.977
N 15.850943 -5.802114 -2.612405 0.552 -0.936 -0.133 -0.541
O 16.166484 -6.307735 -1.536062 -0.120 0.438 0.409 0.094
O 16.548304 -5.948713 -3.577860 -0.169 0.377 -0.400 0.246
O 14.784332 -5.201679 -2.613430 -0.363 0.435 -0.218 0.273
C 19.153123 -5.560517 0.611709 -2.015 1.260 1.161 -0.657
O 18.430799 -6.520409 0.811716 -0.418 -1.884 -0.539 -0.020
N 18.596274 -4.326275 0.452053 0.688 -0.175 -0.719 0.194
N 20.457138 -5.599438 0.765821 2.274 -0.266 -0.039 0.196
H 17.587580 -4.375313 0.466974 0.109 0.617 0.244 0.074
H 19.125509 -3.633565 0.962105 -0.688 0.511 -0.267 0.120
H 20.809594 -6.292479 1.410475 0.213 0.068 -0.380 0.136
H 21.048784 -4.855237 0.424924 -0.046 -0.114 0.404 0.130
C 19.750832 -7.892089 -2.055287 -1.813 0.486 0.937 -0.684
O 18.641901 -8.209038 -1.597808 -0.546 -0.027 -0.269 -0.033
N 19.865889 -7.224525 -3.192251 -1.069 1.210 -1.961 0.194
N 20.885150 -8.070715 -1.438441 1.954 -0.743 1.309 0.209
H 20.692719 -6.688473 -3.413816 -0.158 -0.162 -0.044 0.124
H 18.981817 -6.770698 -3.372650 0.195 0.042 -0.749 0.100
H 20.836602 -8.283122 -0.452221 0.312 0.031 -0.275 0.111
H 21.650978 -7.563761 -1.858689 0.354 -0.441 0.802 0.126
C 18.626864 -10.603045 0.704413 -0.589 -0.131 -0.809 -0.738
O 18.283597 -9.438682 0.692553 -0.044 2.135 0.595 -0.015
N 19.831982 -11.045094 0.827609 5.294 0.487 0.879 0.204
N 17.796372 -11.572387 0.477157 -3.864 -1.935 -0.742 0.197
H 20.143652 -11.994697 0.973247 -0.495 0.178 -0.127 0.136
H 20.564641 -10.350072 0.843186 -0.043 -0.282 0.287 0.120
H 18.053222 -12.528094 0.275293 -0.034 0.360 0.003 0.135
H 16.916027 -11.206310 0.143871 -0.307 -0.638 0.060 0.104
C 15.386920 -9.552011 -2.379129 0.632 0.232 2.562 -0.710
O 15.805655 -9.273480 -1.249475 1.266 -0.744 0.504 -0.037
N 15.724936 -10.455923 -3.237579 3.709 -3.167 -1.661 0.217
N 14.339773 -8.985130 -2.826176 -4.410 3.645 -1.619 0.193
H 15.287350 -10.436202 -4.147649 0.249 -0.524 0.274 0.134
H 16.647608 -10.863717 -3.187773 -0.046 -0.047 -0.123 0.139
H 14.268758 -9.015344 -3.833226 -1.321 0.501 0.451 0.134
H 13.675472 -8.575783 -2.184899 0.068 0.300 -0.586 0.146
C 14.952183 -9.932759 1.754596 0.815 -1.865 0.278 -0.702
O 15.553745 -8.975332 1.341154 0.874 1.400 -0.030 -0.016
N 15.441733 -11.006667 2.391847 1.875 -0.242 1.061 0.174
N 13.702924 -10.201922 1.515915 -4.147 0.866 -1.398 0.182
H 14.748723 -11.669622 2.708570 1.080 -0.204 0.301 0.116
H 16.422188 -11.019630 2.634016 -0.411 -0.328 0.356 0.115
H 13.252176 -10.986099 1.965342 -0.284 0.473 -0.521 0.123
H 13.209654 -9.610951 0.862041 -0.244 -0.213 0.456 0.128
C 15.442258 -5.296282 1.586586 -0.026 -1.420 2.757 -0.721
O 15.835375 -6.398623 1.298130 0.112 -2.037 -1.286 -0.011
N 15.193200 -4.976375 2.857314 -0.188 0.786 1.579 0.198
N 15.236089 -4.323665 0.763538 -0.332 3.190 -3.233 0.196
H 15.236670 -3.995202 3.092907 -0.333 -0.369 0.504 0.119
H 15.146513 -5.679866 3.580518 0.355 0.217 -0.221 0.134
H 15.150141 -4.510124 -0.225370 0.048 0.133 0.303 0.098
H 14.866307 -3.450881 1.112249 -0.156 -0.186 -0.354 0.137

=====

Entry 2:
37
Properties=species:S:1:pos:R:3:forces:R:3:lowdin_charge:R:1 method="wB97M-V/def2-TZVPD" relative_energy_kj_mol=227.9 homo_lumo_gap_ev=10.5 total_charge=+1 homo_energy_ev=-13.4304
O 1.885194 -1.017833 -1.935524 0.845 0.254 0.196 0.052
C 1.411974 -1.203954 -0.837173 -2.192 -1.432 -2.837 -0.185
C -0.035599 -0.677557 -0.705444 1.080 2.718 1.756 -0.191
C 0.358535 0.720430 0.069432 -1.958 -1.271 -1.164 -0.142
C -0.642569 1.869700 -0.146450 -0.305 0.727 1.112 -0.196
C -2.239249 1.662115 0.309922 1.683 -1.146 -1.821 -0.178
C -2.639906 0.431137 1.227522 -0.240 3.250 1.505 -0.084
N -0.746693 -0.281339 -1.992815 -2.824 -1.826 1.605 0.206
H 1.895151 -1.892543 -0.128218 -0.275 0.710 0.579 0.141
H -0.715445 -1.177956 -0.056247 -0.254 -0.781 -0.005 0.088
H 1.380616 0.973257 -0.242413 -0.427 0.317 0.637 0.091
H 0.196126 0.459421 1.117454 0.919 0.094 -0.037 0.086
H -0.633902 2.385747 -1.154680 0.212 -0.656 1.087 0.117
H -0.224816 2.608698 0.624499 -0.648 -0.616 -1.417 0.121
H -2.866981 1.626322 -0.642236 0.633 0.518 1.245 0.100
H -2.218544 2.639652 0.803691 -1.660 -0.495 0.055 0.093
H -2.167808 -0.504267 1.170257 0.717 -1.231 -0.936 0.018
H -2.328956 0.779359 2.226799 -0.210 -0.309 -0.009 0.081
H -3.727808 0.276078 1.335946 0.474 0.206 -0.492 0.085
H 0.378388 -2.480200 -4.010621 -2.866 1.144 0.126 0.139
H -1.579996 0.362084 -1.786384 1.747 -0.782 -0.012 0.170
H -0.075156 0.166262 -2.544666 1.227 0.974 -1.417 0.113
H 3.366943 2.936556 -0.249223 -2.348 0.632 0.051 0.085
H 2.270416 4.122302 -0.452081 0.444 -2.968 0.743 0.107
O 2.363471 3.116256 -0.203351 1.970 2.374 -0.806 -0.137
H 2.691049 0.702001 2.740406 0.008 -3.588 -0.978 0.157
H 3.529809 -0.621451 2.480641 1.177 -0.426 0.164 0.036
O 2.635858 -0.326886 2.463651 -0.779 4.333 0.589 -0.085
H -0.849612 -3.829790 0.427830 -1.468 -1.289 -0.526 0.004
H 0.310810 -4.003261 1.533855 -1.868 2.336 -2.851 0.160
O -0.126603 -3.366632 0.782394 3.310 -1.019 3.403 -0.087
H 0.996735 -0.492407 3.054978 -0.472 -0.751 1.237 -0.018
H -0.286918 -0.921729 2.523989 0.015 -0.353 1.841 0.017
O 0.146474 -0.849508 3.426024 0.081 0.651 -2.827 -0.095
H -0.049465 -1.182644 -4.589155 -0.913 -0.300 0.126 0.072
H -1.165364 -1.104685 -2.556508 1.374 1.123 0.687 0.162
O -0.496157 -1.902731 -4.086102 3.789 -1.121 -0.607 -0.101

=====

Entry 3:
42
Properties=species:S:1:pos:R:3:forces:R:3:lowdin_charge:R:1 method="wB97M-V/def2-TZVPD" relative_energy_kj_mol=0.0 homo_lumo_gap_ev=11.0 total_charge=0 homo_energy_ev=-10.8071 smiles="CCOS(C)(=O)=O.CCOS(C)(=O)=O.O.O.O.O"
C 0.503010 1.596029 -4.984081 -0.411 -0.134 -0.376 -0.079
C 1.339851 0.972008 -3.896322 0.430 -0.122 -0.415 -0.251
O 0.877281 1.206146 -2.547478 -0.272 -0.043 -0.033 -0.268
S 0.694914 2.728431 -2.120894 0.063 -0.208 0.217 0.584
C 0.780344 2.488284 -0.385367 -0.096 -0.187 -0.187 -0.103
O 1.802802 3.467312 -2.630204 0.161 0.276 -0.039 -0.255
O -0.636882 3.142662 -2.470317 -0.098 -0.027 -0.020 -0.279
H 0.798046 1.158158 -5.941895 0.131 0.049 0.087 0.087
H 0.609727 2.674130 -5.067251 0.024 0.045 0.159 0.079
H -0.555754 1.353574 -4.865388 0.031 0.085 0.106 0.081
H 1.322067 -0.109629 -4.009100 0.012 -0.037 0.225 0.122
H 2.375113 1.308569 -3.965116 -0.022 0.012 0.063 0.119
H 1.787903 2.196811 -0.110065 0.089 0.103 -0.003 0.083
H 0.087245 1.679759 -0.171166 -0.127 0.029 0.223 0.043
H 0.463266 3.405044 0.099476 0.001 0.045 0.067 0.088
C 2.036608 -4.414527 4.703236 -0.147 0.108 0.160 -0.064
C 1.767000 -3.135989 3.936519 0.541 -0.242 0.010 -0.260
O 0.770205 -3.425208 2.928187 0.053 0.013 0.115 -0.251
S -0.074616 -2.215450 2.366470 0.192 0.141 0.032 0.548
C 1.068231 -1.419259 1.289962 0.362 -0.165 0.183 -0.112
O -1.071596 -2.810247 1.547921 -0.550 -0.250 -0.295 -0.265
O -0.447261 -1.366219 3.451688 0.034 0.259 0.090 -0.268
H 2.297759 -5.213943 4.011775 0.058 -0.009 0.022 0.082
H 1.183326 -4.738433 5.299510 -0.096 0.099 -0.138 0.083
H 2.863550 -4.254148 5.396072 0.071 0.003 -0.091 0.082
H 1.438344 -2.306900 4.558890 -0.167 -0.110 0.099 0.114
H 2.690897 -2.833119 3.428785 -0.155 0.032 -0.056 0.119
H 1.910200 -1.017738 1.851022 -0.118 0.112 0.090 0.074
H 0.528498 -0.638088 0.762773 -0.050 0.000 -0.007 0.046
H 1.429330 -2.203785 0.627920 -0.084 0.115 -0.189 0.080
O -1.797957 0.050692 0.561616 -0.056 0.020 -0.179 -0.067
H -2.138697 0.313945 -0.312181 0.015 0.053 0.051 0.016
H -2.175425 -0.817902 0.741956 0.051 -0.053 0.099 0.045
O -2.408351 0.888032 -2.076150 0.112 0.180 -0.032 -0.052
H -1.945187 1.716868 -2.303525 0.016 -0.004 0.097 0.030
H -1.948034 0.211912 -2.581577 -0.046 -0.071 -0.072 0.067
O -0.891378 1.950466 2.512963 0.012 0.128 -0.050 -0.074
H -1.458873 1.439640 1.916366 0.082 -0.142 0.009 -0.005
H -0.972479 1.500969 3.358800 0.032 -0.060 0.009 0.027
O -5.023872 2.206333 -1.576844 -0.036 0.079 0.043 -0.061
H -5.693643 1.521989 -1.648769 -0.029 -0.018 0.001 0.030
H -4.185525 1.742837 -1.688225 -0.014 -0.100 -0.077 -0.016